(1)
{
  "formula": "C46H60OP2PdSi",
  "method": "wB97M-V/def2-TZVPD",
  "species": ["Pd", "C", "Si", "C", "C", "C", "C", "C", "C", "P", "C", "C", "C", "C", "C", "C", "C", "C", "C", "C", "C", "C", "C", "C", "C", "C", "C", "C", "P", "C", "C", "C", "C", "C", "C", "C", "C", "C", "C", "C", "C", "H", "H", "H", "H", "H", "H", "H", "H", "H", "H", "H", "H", "H", "H", "H", "H", "H", "H", "H", "H", "H", "H", "H", "H", "H", "H", "H", "H", "H", "H", "H", "H", "H", "H", "H", "H", "H", "H", "H", "H", "H", "H", "H", "H", "H", "H", "H", "H", "H", "H", "H", "H", "H", "H", "H", "O", "C", "C", "C", "C", "C", "C", "C", "C", "C", "H", "H", "H", "H", "H"],
  "xyz": [[-0.23, 0.06, 0.84], [-3.07, -2.05, -0.43], [-1.41, -1.12, -0.81], [-0.23, -2.60, -1.29], [-0.29, -3.20, -2.55], [0.63, -4.15, -2.97], [1.65, -4.55, -2.11], [1.72, -3.99, -0.84], [0.80, -3.02, -0.42], [0.85, -2.22, 1.24], [0.54, -3.61, 2.50], [-0.96, -3.70, 2.82], [-1.71, -4.60, 1.83], [-1.13, -6.01, 1.86], [0.34, -5.97, 1.47], [1.14, -5.02, 2.36], [2.63, -1.72, 1.62], [3.31, -1.03, 0.41], [4.33, -1.87, -0.35], [5.33, -2.56, 0.58], [4.59, -3.43, 1.59], [3.62, -2.59, 2.41], [-1.81, -0.45, -2.59], [-3.06, -0.60, -3.19], [-3.41, 0.08, -4.35], [-2.50, 0.92, -4.96], [-1.23, 1.06, -4.40], [-0.87, 0.38, -3.24], [0.84, 0.33, -2.54], [1.78, -0.19, -4.09], [3.05, -0.93, -3.61], [4.06, -1.17, -4.74], [3.33, -1.38, -6.06], [2.60, -0.09, -6.47], [2.16, 0.74, -5.25], [1.31, 2.09, -2.16], [2.82, 2.17, -1.90], [3.22, 3.50, -1.21], [2.10, 4.53, -1.25], [1.50, 4.58, -2.65], [0.85, 3.24, -3.06], [-3.32, -2.88, -1.11], [-3.90, -1.33, -0.45], [-3.03, -2.45, 0.59], [-1.07, -2.89, -3.25], [0.57, -4.58, -3.97], [2.38, -5.29, -2.42], [2.49, -4.32, -0.16], [1.00, -3.14, 3.38], [-1.39, -2.69, 2.82], [-1.09, -4.11, 3.83], [-1.62, -4.20, 0.82], [-2.78, -4.61, 2.07], [-1.68, -6.67, 1.18], [-1.24, -6.43, 2.87], [0.40, -5.64, 0.43], [0.78, -6.97, 1.51], [2.17, -4.96, 2.01], [1.18, -5.46, 3.36], [2.38, -0.89, 2.29], [3.82, -0.13, 0.79], [2.53, -0.65, -0.26], [4.86, -1.23, -1.06], [3.82, -2.63, -0.96], [5.91, -1.80, 1.12], [6.04, -3.16, 0.00], [5.30, -3.93, 2.25], [4.06, -4.23, 1.05], [4.23, -1.91, 3.01], [3.09, -3.22, 3.13], [-3.80, -1.25, -2.72], [-4.41, -0.05, -4.78], [-2.76, 1.47, -5.86], [-0.52, 1.71, -4.90], [1.10, -0.94, -4.50], [2.74, -1.88, -3.16], [3.53, -0.36, -2.81], [4.69, -2.03, -4.50], [4.73, -0.31, -4.85], [2.60, -2.19, -5.94], [4.01, -1.70, -6.86], [1.72, -0.34, -7.07], [3.25, 0.52, -7.11], [1.33, 1.38, -5.54], [2.96, 1.41, -4.93], [0.82, 2.19, -1.18], [3.36, 2.07, -2.84], [3.11, 1.33, -1.26], [4.11, 3.91, -1.71], [3.50, 3.31, -0.17], [2.48, 5.51, -0.95], [1.33, 4.26, -0.52], [2.31, 4.82, -3.35], [0.77, 5.40, -2.74], [1.09, 3.03, -4.10], [-0.24, 3.31, -2.99], [-2.43, 1.59, 2.34], [-1.73, 0.68, 2.27], [1.24, 1.42, 1.43], [2.06, 2.23, 1.88], [2.99, 3.16, 2.39], [4.34, 2.82, 2.61], [5.25, 3.74, 3.08], [4.87, 5.05, 3.36], [3.54, 5.41, 3.15], [2.62, 4.50, 2.68], [4.65, 1.80, 2.40], [6.28, 3.44, 3.24], [5.59, 5.77, 3.72], [3.22, 6.43, 3.35], [1.59, 4.79, 2.51]],
  "lowdin_charge": [0.103, -0.269, 0.471, -0.312, -0.111, -0.115, -0.119, -0.146, -0.368, 1.050, -0.426, -0.223, -0.214, -0.215, -0.207, -0.203, -0.416, -0.218, -0.205, -0.211, -0.219, -0.203, -0.315, -0.124, -0.125, -0.124, -0.117, -0.365, 1.102, -0.428, -0.224, -0.203, -0.217, -0.200, -0.211, -0.453, -0.199, -0.183, -0.216, -0.198, -0.195, 0.010, 0.005, -0.019, 0.093, 0.087, 0.089, 0.075, 0.092, 0.088, 0.106, 0.093, 0.105, 0.101, 0.103, 0.090, 0.102, 0.077, 0.109, 0.067, 0.099, 0.053, 0.099, 0.085, 0.108, 0.098, 0.100, 0.080, 0.112, 0.082, 0.071, 0.083, 0.081, 0.068, 0.103, 0.096, 0.075, 0.100, 0.106, 0.106, 0.094, 0.101, 0.097, 0.074, 0.100, 0.069, 0.093, 0.081, 0.100, 0.078, 0.101, 0.110, 0.100, 0.095, 0.079, 0.105, -0.060, -0.237, -0.144, -0.187, -0.297, -0.061, -0.125, -0.145, -0.125, -0.058, 0.098, 0.086, 0.077, 0.085, 0.107],
  "e_tot_ev": -80658.5823,
  "total_charge": -2,
  "spin_multiplicity": 1,
  "e_homo_ev": 0.58,
  "orbital_gap_ev": 3.8,
  "relative_energy_kcal_mol": 4.0
}


(2)
{
  "formula": "C46H61BBrN11O5RbSSi",
  "method": "wB97M-V/def2-TZVPD",
  "species": ["Rb", "C", "C", "C", "C", "N", "N", "B", "N", "C", "C", "C", "C", "N", "N", "C", "C", "C", "C", "N", "N", "C", "C", "C", "C", "N", "H", "H", "H", "H", "H", "H", "H", "H", "H", "H", "H", "H", "H", "H", "H", "H", "H", "H", "H", "H", "Br", "C", "C", "C", "C", "C", "N", "C", "O", "O", "H", "H", "H", "C", "N", "C", "C", "C", "C", "C", "N", "C", "C", "C", "C", "C", "C", "H", "H", "H", "H", "H", "H", "H", "H", "H", "H", "H", "C", "C", "C", "C", "O", "Si", "S", "O", "C", "C", "C", "C", "O", "C", "C", "C", "C", "H", "H", "H", "H", "H", "H", "H", "H", "H", "H", "H", "H", "H", "H", "H", "H", "H", "H", "H", "H", "H", "H", "H", "H", "H", "H", "H"],
  "xyz": [[-0.92, -0.45, 1.47], [-1.17, 1.43, 5.01], [-0.03, 2.16, 4.39], [0.89, 3.05, 5.01], [1.70, 3.48, 3.99], [1.29, 2.88, 2.85], [0.24, 2.07, 3.09], [1.93, 3.10, 1.47], [2.98, 1.99, 1.18], [4.04, 2.03, 0.34], [4.61, 0.78, 0.32], [3.80, 0.01, 1.18], [3.94, -1.45, 1.52], [2.82, 0.74, 1.69], [0.88, 3.18, 0.31], [1.03, 3.91, -0.82], [-0.08, 3.72, -1.60], [-0.89, 2.83, -0.86], [-2.23, 2.27, -1.22], [-0.30, 2.51, 0.28], [2.59, 4.52, 1.52], [1.88, 5.65, 1.65], [2.75, 6.71, 1.66], [4.03, 6.11, 1.53], [5.37, 6.77, 1.47], [3.92, 4.79, 1.45], [-0.84, 0.84, 5.88], [-1.93, 2.13, 5.36], [-1.65, 0.75, 4.30], [0.92, 3.33, 6.06], [2.54, 4.16, 4.01], [4.33, 2.94, -0.15], [5.47, 0.45, -0.24], [4.75, -1.89, 0.94], [4.15, -1.59, 2.58], [3.02, -1.99, 1.28], [1.92, 4.49, -1.01], [-0.29, 4.15, -2.57], [-2.97, 3.07, -1.33], [-2.19, 1.72, -2.16], [-2.58, 1.58, -0.45], [0.80, 5.62, 1.73], [2.52, 7.76, 1.75], [5.29, 7.82, 1.78], [6.08, 6.27, 2.12], [5.77, 6.75, 0.45], [-2.95, 4.03, 2.15], [-4.25, 2.67, 2.46], [-5.59, 3.03, 2.45], [-6.50, 2.02, 2.72], [-6.05, 0.75, 3.01], [-4.68, 0.49, 2.98], [-3.79, 1.46, 2.71], [-4.17, -0.92, 3.34], [-5.06, -1.75, 3.61], [-2.92, -1.07, 3.32], [-5.89, 4.04, 2.22], [-7.56, 2.25, 2.73], [-6.71, -0.07, 3.24], [1.45, -1.45, 4.25], [0.88, -2.07, 3.07], [1.05, -3.32, 2.88], [0.46, -4.01, 1.76], [0.51, -5.45, 1.54], [-0.23, -5.66, 0.44], [-0.71, -4.33, 0.02], [-0.28, -3.38, 0.80], [0.67, -1.80, 5.51], [-0.71, -2.01, 5.46], [-1.41, -2.34, 6.62], [-0.74, -2.47, 7.83], [0.64, -2.25, 7.88], [1.33, -1.91, 6.73], [1.42, -0.36, 4.11], [2.49, -1.74, 4.37], [1.64, -3.93, 3.57], [1.02, -6.17, 2.16], [-0.45, -6.60, -0.04], [-1.35, -4.09, -0.82], [-1.26, -1.89, 4.53], [-2.48, -2.49, 6.56], [-1.28, -2.74, 8.73], [1.16, -2.34, 8.82], [2.40, -1.73, 6.77], [1.85, -0.38, -1.60], [1.22, -0.53, -2.97], [1.02, 0.85, -3.59], [2.12, -1.38, -3.87], [-0.03, -1.21, -2.77], [-1.22, -1.73, -3.81], [-2.81, -2.39, -2.71], [-0.58, -2.77, -4.96], [-0.35, -4.16, -5.15], [-0.04, -4.32, -6.63], [-1.57, -5.02, -4.82], [0.86, -4.59, -4.32], [-1.48, -0.40, -4.78], [-2.27, -0.16, -5.94], [-1.31, -0.03, -7.12], [-2.99, 1.16, -5.68], [-3.29, -1.26, -6.22], [2.83, 0.11, -1.67], [1.98, -1.37, -1.14], [1.25, 0.25, -0.92], [1.99, 1.35, -3.69], [0.38, 1.45, -2.95], [0.55, 0.76, -4.57], [3.07, -0.86, -4.05], [1.62, -1.56, -4.83], [2.32, -2.34, -3.40], [-0.91, -4.05, -7.23], [0.24, -5.36, -6.86], [0.79, -3.66, -6.91], [-2.46, -4.62, -5.30], [-1.78, -5.02, -3.75], [-1.40, -6.05, -5.16], [1.75, -4.04, -4.64], [1.04, -5.66, -4.45], [0.68, -4.38, -3.27], [-0.60, 0.79, -6.95], [-1.86, 0.16, -8.05], [-0.74, -0.96, -7.22], [-2.27, 1.96, -5.49], [-3.63, 1.05, -4.80], [-3.61, 1.44, -6.54], [-2.78, -2.19, -6.48], [-3.93, -0.96, -7.06], [-3.90, -1.45, -5.34]],
  "lowdin_charge": [0.627, -0.033, -0.369, -0.038, -0.085, 0.001, 0.091, -0.633, 0.013, -0.100, -0.060, -0.378, -0.039, 0.139, 0.006, -0.093, -0.050, -0.387, -0.029, 0.085, -0.029, -0.100, -0.041, -0.378, -0.059, 0.120, 0.069, 0.076, 0.038, 0.086, 0.115, 0.100, 0.089, 0.069, 0.063, 0.055, 0.118, 0.095, 0.071, 0.073, 0.060, 0.131, 0.086, 0.062, 0.067, 0.066, 0.736, -0.729, -0.133, -0.075, -0.017, -0.161, 0.111, -0.646, -0.032, -0.188, 0.086, 0.098, 0.107, -0.163, 0.007, -0.118, -0.236, -0.048, -0.043, -0.087, 0.069, -0.204, -0.032, -0.065, -0.108, -0.108, -0.057, 0.107, 0.109, 0.134, 0.098, 0.093, 0.063, 0.087, 0.111, 0.090, 0.089, 0.106, -0.023, -0.625, -0.020, -0.036, -0.170, -0.224, 0.174, -0.181, -0.667, -0.048, -0.060, -0.035, -0.183, -0.662, -0.036, -0.037, -0.052, 0.078, 0.090, 0.079, 0.088, 0.069, 0.068, 0.083, 0.078, 0.072, 0.079, 0.077, 0.082, 0.078, 0.046, 0.079, 0.068, 0.081, 0.086, 0.079, 0.078, 0.077, 0.082, 0.089, 0.076, 0.069, 0.079, 0.055],
  "e_tot_ev": -165419.1567,
  "total_charge": -2,
  "spin_multiplicity": 2,
  "e_homo_ev": [-2.51, -2.51],
  "orbital_gap_ev": [6.0, 4.4]
}